Molecular formula: C5H9F3N3
Method: DFT, ωB97M-V with the def2-TZVPD basis set

Geometry (Å):
F: -2.930 1.418 0.064
F: -1.913 0.752 -1.758
F: -3.004 -0.654 -0.655
N: 0.002 0.757 0.516
N: 0.284 -1.435 -1.361
N: -0.045 -2.398 -1.906
C: 0.097 2.246 0.340
C: -2.315 0.457 -0.501
C: -1.060 0.059 0.265
C: -0.622 -3.125 -2.694
C: 1.240 0.039 1.102
H: -0.162 2.902 1.128
H: -0.413 2.517 -0.689
H: 1.066 -0.974 1.671
H: -0.989 -0.947 0.545
H: 1.655 -0.307 0.156
H: 1.258 2.334 0.142
H: -0.478 -4.198 -2.760
H: 1.885 0.704 1.753
H: -1.171 -2.842 -3.617

Results
- F_max (eV Å⁻¹) = 6.2
- HOMO level (eV) = -12.50
- electronic energy (Ha) = -659.3880
- relative energy (zero: lowest compared OMol25 entry of this formula, charge and spin) (kcal/mol) = 95.7
- net charge = +1
- gap between HOMO and LUMO (Eh) = 0.28242